(1)
ORCA calculation (wB97M-V/def2-TZVPD) on C5H8O2 as an isolated structure at a distorted geometry.

Results
E_HOMO   -8.50 eV
Energy above the lowest of the compared OMol25 structures with the same formula, charge and spin   136.82 kcal/mol
Energy   -345.58692 Ha
Kohn-Sham gap   0.3470 hartree

The geometry in ORCA input format:
```
! RIJCOSX wB97M-V def2-TZVPD def2/J DEFGRID3
* xyz 0 1
C -1.3893 0.2572 0.5103
C -0.1728 1.3963 0.7159
C 1.5864 -0.3315 0.3444
C 0.9510 -0.9732 -0.6301
C -1.3209 -0.0375 -0.9319
H -1.0274 -0.8475 1.1600
H -2.6656 0.4398 0.9506
H -0.2397 2.4331 1.4429
H 0.1643 1.6692 -0.4540
H 2.5792 -0.4440 0.3105
H 1.5793 -1.8959 -0.9520
H -2.2760 -0.3669 -1.4799
H -1.0020 0.6275 -1.6649
O 0.8975 0.6267 1.2375
O -0.2773 -1.0622 -1.1581
*
```

Löwdin atomic charge list, values in e, 5 entries:
1. C -0.14
2. C -0.19
3. C -0.07
4. C -0.20
5. C -0.25


(2)
ORCA calculation (wB97M-V/def2-TZVPD) on C5H8O2 as an isolated structure at a distorted geometry.

Results
E_HOMO   -8.05 eV
Energy above the lowest of the compared OMol25 structures with the same formula, charge and spin   91.18 kcal/mol
Energy   -345.65965 Ha
Kohn-Sham gap   0.3326 hartree

The geometry in ORCA input format:
```
! RIJCOSX wB97M-V def2-TZVPD def2/J DEFGRID3
* xyz 0 1
O -2.4286 -1.2375 -0.6219
C -1.8179 -0.0574 -0.1085
C -0.3800 -0.3304 0.1351
C 0.6048 0.1419 -0.6513
C 2.0340 -0.0537 -0.3937
C 0.9291 1.4003 1.6509
O 1.2244 2.4866 1.8122
H -3.3828 -1.0928 -0.5963
H -2.2998 0.2411 0.8382
H -1.9308 0.7918 -0.8047
H -0.1592 -1.0917 0.8902
H 1.4856 -0.7175 -1.3971
H 0.3773 0.8927 -1.4101
H 2.8151 0.5773 -0.8094
H 2.3679 -0.8272 0.2889
*
```

Löwdin atomic charge list, values in e, 5 entries:
1. O -0.07
2. C -0.29
3. C -0.20
4. C -0.36
5. C -0.08